A molecular structure, C2H3Cl2PS3 at a distorted geometry. Source: OMol25; level of theory: ωB97M-V with the def2-TZVPD basis set.

Last column: natural (NBO) charge in e.
Element x y z (Å)
H  -0.837  -0.088  0.294  0.22
S  -0.099  2.778  -2.127  0.14
H  0.626  -1.192  -3.591  0.19
P  1.489  0.591  -1.777  0.28
S  0.077  -0.825  -2.327  -0.30
Cl  -0.745  4.056  0.261  0.00
H  -0.409  0.772  1.800  0.20
C  -1.128  2.791  -0.898  -0.41
Cl  -2.727  2.212  -0.724  0.07
C  -0.115  0.551  0.889  -0.62
S  1.405  0.921  0.293  0.23

Cartesian forces (eV/Å) of the 6 atoms listed first:
H 1.1 0.9 0.7
S 0.1 -1.1 -1.0
H -0.3 0.7 1.7
P 0.7 0.7 0.3
S -0.2 -0.8 -1.0
Cl -0.4 -0.1 0.8

The value obtained for the highest occupied orbital energy (alpha / beta) is -7.78 / -7.52 eV. The calculation puts the strongest force on any atom at 0.11722 hartree/bohr. As for the energy above the lowest of the compared OMol25 structures with the same formula, charge and spin: 78.6 kcal per mole. Its molecular weight is 225.127 g mol⁻¹. The value obtained for the HOMO-LUMO gap (alpha / beta) is 6.39 / 6.96 eV. For the total energy, the calculation gives -2534.19886 Ha.

2 unconnected molecules or ions with the total composition C2H3Cl3 at a distorted geometry. Source: OMol25; level of theory: ωB97M-V with the def2-TZVPD basis set.

Last column: natural (NBO) charge in e.
Element x y z (Å)
Cl  -0.594  0.867  0.486  0.00
H  -1.594  1.516  -1.567  0.18
H  -2.861  0.442  -0.517  0.20
H  2.016  -0.261  -0.300  0.18
Cl  1.267  -2.331  -0.102  0.03
Cl  2.159  -0.652  2.112  0.02
C  -1.971  1.182  -0.584  -0.36
C  1.579  -0.763  0.473  -0.25

Cartesian forces (eV/Å) of the 6 atoms listed first:
Cl -1.6 0.4 -0.7
H -0.6 -0.1 0.7
H 1.8 1.5 0.0
H 1.3 2.1 -1.3
Cl -0.4 -0.6 0.1
Cl -0.2 0.2 -0.9

The value obtained for the highest occupied orbital energy (alpha / beta) is -9.02 / -8.45 eV. The calculation puts the strongest force on any atom at 0.05645 hartree/bohr. As for the energy above the lowest of the compared OMol25 structures with the same formula, charge and spin: 99.0 kcal per mole. Its molecular weight is 133.405 g mol⁻¹. The value obtained for the HOMO-LUMO gap (alpha / beta) is 8.69 / 8.03 eV. For the total energy, the calculation gives -1458.42704 Ha.

Which value of strongest force on any atom does entry 2 give?
0.05645 hartree/bohr

What is the energy above the lowest of the compared OMol25 structures with the same formula, charge and spin in the first record?
78.6 kcal per mole

Number 2 is which compound?
C2H3Cl3

What did the first record say?
A molecular structure, C2H3Cl2PS3 at a distorted geometry. Source: OMol25; level of theory: ωB97M-V with the def2-TZVPD basis set.

Last column: natural (NBO) charge in e.
Element x y z (Å)
H  -0.837  -0.088  0.294  0.22
S  -0.099  2.778  -2.127  0.14
H  0.626  -1.192  -3.591  0.19
P  1.489  0.591  -1.777  0.28
S  0.077  -0.825  -2.327  -0.30
Cl  -0.745  4.056  0.261  0.00
H  -0.409  0.772  1.800  0.20
C  -1.128  2.791  -0.898  -0.41
Cl  -2.727  2.212  -0.724  0.07
C  -0.115  0.551  0.889  -0.62
S  1.405  0.921  0.293  0.23

Cartesian forces (eV/Å) of the 6 atoms listed first:
H 1.1 0.9 0.7
S 0.1 -1.1 -1.0
H -0.3 0.7 1.7
P 0.7 0.7 0.3
S -0.2 -0.8 -1.0
Cl -0.4 -0.1 0.8

The value obtained for the highest occupied orbital energy (alpha / beta) is -7.78 / -7.52 eV. The calculation puts the strongest force on any atom at 0.11722 hartree/bohr. As for the energy above the lowest of the compared OMol25 structures with the same formula, charge and spin: 78.6 kcal per mole. Its molecular weight is 225.127 g mol⁻¹. The value obtained for the HOMO-LUMO gap (alpha / beta) is 6.39 / 6.96 eV. For the total energy, the calculation gives -2534.19886 Ha.